124
Properties=species:S:1:pos:R:3:forces:R:3 method="wB97M-V/def2-TZVPD" total_energy_ev=-41685.04141 spin_multiplicity=1 homo_lumo_gap_ev=8.60 e_above_lowest_kcal_mol=158.22 smiles=CCN(CC)CC.CCN(CC)CC.CCCCCC.CCCCCC.CCCCCC.CCCCCC
C -0.362 -0.887 -6.637 10.4 -1.1 3.4
C -0.069 -2.348 -6.266 14.6 3.6 -5.7
N 0.789 -2.464 -5.068 1.7 -0.3 2.1
C 0.878 -3.779 -4.279 4.0 1.6 -1.6
C 1.271 -4.928 -5.209 -2.1 -2.0 0.6
C 2.092 -1.868 -5.181 1.4 -1.8 -1.0
C 2.201 -0.636 -4.358 -4.1 -0.5 -1.9
H 0.691 -0.286 -6.891 -3.2 -1.5 0.1
H -0.705 -0.522 -5.751 -0.4 1.5 2.6
H -1.108 -0.829 -7.186 -6.3 0.7 -6.2
H 0.518 -3.073 -6.968 -1.5 1.6 -0.2
H -0.819 -2.716 -5.996 -11.0 -5.4 0.1
H -0.008 -4.015 -3.841 -2.2 -0.7 1.0
H 1.614 -3.658 -3.347 -1.2 0.1 -2.3
H 2.089 -4.817 -5.936 0.7 -0.3 1.3
H 0.485 -5.104 -5.960 -0.4 0.5 0.3
H 1.038 -5.891 -4.567 1.7 1.3 -1.4
H 2.354 -1.689 -6.218 -0.5 0.8 -0.7
H 2.975 -2.578 -5.084 -1.1 0.1 1.1
H 3.116 -0.323 -4.460 5.7 1.6 0.7
H 1.839 -0.838 -3.351 -0.1 0.8 -0.2
H 1.771 0.126 -5.083 -0.9 -0.3 2.0
C 3.474 1.796 1.294 0.8 6.3 6.2
C 2.600 1.298 2.363 -2.8 -3.4 1.3
N 3.155 0.161 3.225 2.2 1.8 -1.1
C 4.146 0.589 4.296 -0.8 -0.4 -0.9
C 3.463 1.219 5.530 -5.3 -4.4 -5.4
C 2.285 -0.943 3.549 1.0 -0.9 -2.9
C 3.084 -2.232 3.878 -0.8 0.4 4.4
H 3.112 2.682 0.840 -0.7 0.5 -0.9
H 3.926 1.194 0.747 2.8 -6.0 -5.6
H 4.521 2.230 1.747 -2.4 -0.7 -0.2
H 1.535 0.891 1.998 2.3 0.6 0.1
H 2.218 2.078 2.986 0.2 1.0 0.6
H 4.780 1.376 3.781 -0.2 -1.3 0.8
H 4.673 -0.368 4.625 -0.1 1.6 -0.7
H 2.746 0.483 5.966 1.0 0.4 0.3
H 2.785 1.954 5.166 -0.6 1.0 -0.4
H 4.042 1.659 6.127 4.8 3.0 5.2
H 1.820 -1.197 2.446 -0.1 0.8 3.2
H 1.778 -0.571 4.411 -2.0 -0.7 0.3
H 3.683 -2.100 4.928 -1.1 -0.3 -2.6
H 3.736 -2.409 3.090 1.4 -0.6 -1.3
H 2.451 -3.141 4.115 0.4 1.1 -0.6
C 5.333 5.238 2.771 -2.9 -6.1 4.4
C 4.420 5.966 3.703 -2.5 1.0 -6.9
C 3.071 6.453 2.911 5.7 -5.0 -3.1
C 2.205 5.318 2.454 0.3 -1.3 -2.9
C 0.847 5.821 1.842 2.0 4.3 3.0
C -0.013 4.747 1.473 1.8 -0.7 -4.2
H 4.948 4.212 2.373 0.1 1.8 0.6
H 6.165 4.895 3.322 1.3 -0.3 0.9
H 5.690 5.699 2.029 2.4 4.1 -5.9
H 4.793 6.889 3.846 1.8 2.8 1.9
H 4.128 5.356 4.409 -1.2 -2.5 4.4
H 3.410 7.155 2.165 -0.2 0.0 -0.7
H 2.523 6.901 3.521 -4.4 4.5 5.6
H 2.165 4.466 3.180 -0.7 1.1 0.2
H 2.689 4.731 1.628 0.0 0.7 0.3
H 1.027 6.604 0.940 -0.2 -1.9 2.1
H 0.411 6.446 2.681 0.2 -0.3 -0.8
H 0.495 4.616 0.480 -0.5 -1.6 0.4
H -0.919 5.003 1.092 -3.2 1.1 -0.4
H -0.070 3.857 1.996 0.2 -1.6 1.4
C -2.286 -1.103 -4.051 4.1 -1.4 -3.8
C -1.706 -2.615 -4.195 -1.5 -0.3 -1.3
C -2.811 -3.666 -4.604 4.3 0.0 -3.9
C -2.224 -5.120 -4.535 -4.1 2.2 1.1
C -3.196 -6.201 -5.033 1.9 0.0 6.5
C -2.468 -7.504 -4.954 1.2 -1.9 -2.3
H -3.179 -0.995 -3.629 -3.7 -0.3 2.5
H -2.541 -0.627 -5.078 1.0 -0.6 1.5
H -1.524 -0.554 -3.483 -0.3 0.4 -0.5
H -1.235 -2.888 -3.248 -0.6 0.1 0.3
H -0.847 -2.839 -5.014 -4.5 1.1 6.3
H -3.345 -3.441 -5.602 1.3 -0.2 0.9
H -3.538 -3.641 -3.991 -5.4 0.4 4.7
H -1.791 -5.163 -3.556 0.0 -0.9 0.7
H -1.508 -5.014 -5.194 4.2 -0.3 -3.3
H -3.585 -5.843 -5.874 -1.3 0.6 -4.1
H -4.017 -6.176 -4.311 -0.2 -0.2 0.0
H -1.801 -7.574 -5.884 -0.1 0.1 1.6
H -3.067 -8.360 -5.121 -1.5 -0.8 -0.7
H -1.994 -7.956 -4.044 0.2 1.8 -0.4
C -3.773 -0.932 0.593 -3.2 0.8 4.3
C -3.025 0.363 0.195 1.1 -2.3 4.7
C -1.542 0.073 -0.029 -0.1 -0.1 0.7
C -0.858 1.301 -0.539 0.2 1.6 -1.0
C 0.424 0.950 -1.378 -0.6 -1.6 1.6
C 1.208 2.128 -1.776 -0.8 -2.4 -8.3
H -3.559 -1.294 1.769 -0.5 1.3 -3.0
H -3.681 -1.846 0.115 1.1 -1.4 -1.8
H -4.983 -0.841 0.527 2.7 0.3 0.4
H -3.082 1.050 1.141 -0.1 -0.9 -1.8
H -3.513 0.820 -0.570 -1.0 1.4 -2.5
H -1.320 -0.772 -0.674 -0.6 0.0 -0.8
H -1.072 -0.345 0.903 -0.4 0.8 -0.3
H -0.962 2.229 0.207 1.4 -2.1 -1.1
H -1.343 1.766 -1.369 -1.9 0.1 -0.5
H 0.391 0.103 -2.142 -1.4 1.6 0.3
H 0.909 0.336 -0.659 1.8 -0.2 1.0
H 1.463 2.588 -0.998 2.8 3.8 6.5
H 0.666 2.943 -2.379 0.3 -1.5 0.5
H 2.091 1.769 -2.432 -1.1 0.9 1.2
C -6.605 -0.455 5.028 2.0 -4.1 -2.1
C -5.314 0.039 5.483 4.7 -4.0 1.5
C -4.176 0.234 4.378 -1.0 -6.4 0.8
C -2.938 0.844 4.797 3.5 -2.8 0.5
C -1.928 1.204 3.682 0.5 -1.5 -0.1
C -0.563 1.529 4.329 -0.4 1.9 -7.9
H -7.054 0.110 4.299 -0.6 1.7 -2.2
H -7.347 -0.504 5.717 -1.8 -0.5 2.7
H -6.437 -1.501 4.564 -0.6 1.4 0.7
H -4.844 -0.500 6.443 -1.1 0.3 -2.1
H -5.444 0.916 5.907 -0.6 4.9 1.8
H -4.800 0.863 3.885 -0.9 1.8 -3.4
H -3.873 -0.868 3.861 -1.5 3.0 0.9
H -2.324 0.120 5.519 -1.6 1.6 -0.9
H -3.292 1.690 5.254 0.2 2.5 1.8
H -2.326 2.069 3.229 -0.3 1.1 -1.0
H -1.821 0.385 2.881 -0.3 1.1 1.3
H -0.762 2.010 5.133 -0.9 3.8 5.3
H 0.210 2.100 3.644 -1.8 -0.9 1.3
H -0.118 0.705 4.583 2.6 -4.9 1.4